(1)
Here is a cluster of 8 separate species, C51H113N5O11 in total in a non-equilibrium geometry from OMol25. Energies are from ωB97M-V with the def2-TZVPD basis set.

```
180
C51H113N5O11 ωB97M-V with the def2-TZVPD basis set
C 1.423 -5.226 -5.176
C 2.164 -6.574 -5.080
C 3.261 -6.445 -6.104
C 4.389 -5.615 -5.780
C 4.904 -5.914 -4.360
C 3.880 -6.092 -3.231
N 2.734 -6.903 -3.739
O 1.807 -7.220 -2.779
C 4.561 -6.840 -2.070
C 3.478 -4.705 -2.638
C 1.201 -7.609 -5.524
H 0.645 -5.379 -4.428
H 1.106 -5.022 -6.199
H 1.985 -4.342 -4.873
H 3.767 -7.388 -6.312
H 2.857 -6.111 -7.060
H 4.139 -4.559 -5.886
H 5.130 -5.887 -6.531
H 5.560 -5.060 -4.197
H 5.562 -6.783 -4.359
H 4.046 -6.877 -1.110
H 4.827 -7.851 -2.377
H 5.499 -6.346 -1.816
H 2.423 -4.511 -2.832
H 3.563 -4.539 -1.564
H 3.921 -3.898 -3.222
H 1.681 -8.580 -5.399
H 0.926 -7.381 -6.553
H 0.336 -7.583 -4.862
H 2.077 -8.127 -2.620
C 1.709 -3.912 7.630
C 2.654 -2.793 7.996
C 3.900 -3.084 7.041
C 4.917 -1.940 7.124
C 4.257 -0.573 6.848
C 2.913 -0.198 7.543
N 2.076 -1.474 7.492
O 0.702 -1.219 7.831
C 3.135 0.300 8.971
C 2.347 0.954 6.690
C 2.923 -2.861 9.469
H 1.270 -3.618 6.676
H 1.010 -4.117 8.441
H 2.217 -4.819 7.301
H 4.397 -3.997 7.367
H 3.560 -3.128 6.006
H 5.598 -2.017 6.276
H 5.492 -2.025 8.046
H 4.149 -0.567 5.763
H 4.908 0.257 7.122
H 3.492 1.329 8.976
H 2.277 0.412 9.634
H 3.805 -0.245 9.636
H 1.429 1.289 7.172
H 3.067 1.752 6.510
H 1.963 0.556 5.751
H 3.921 -2.542 9.770
H 2.899 -3.887 9.835
H 2.247 -2.249 10.068
H 0.317 -1.127 6.956
C -7.424 5.051 0.809
C -6.594 3.946 1.480
C -6.598 4.149 3.039
C -7.829 3.501 3.797
C -8.258 2.116 3.234
C -8.247 2.008 1.686
N -6.996 2.514 1.107
O -6.820 2.211 -0.217
C -8.173 0.445 1.385
C -9.568 2.581 1.118
C -5.127 4.212 1.071
H -8.307 5.241 1.419
H -7.866 4.776 -0.148
H -7.000 6.052 0.734
H -5.642 4.019 3.545
H -6.662 5.224 3.209
H -8.601 4.257 3.655
H -7.711 3.461 4.880
H -9.299 1.982 3.528
H -7.708 1.290 3.686
H -9.002 -0.052 1.888
H -8.199 0.218 0.319
H -7.147 0.144 1.596
H -9.500 2.728 0.040
H -10.422 1.999 1.463
H -9.806 3.610 1.387
H -4.844 4.157 0.020
H -4.364 3.565 1.505
H -4.794 5.225 1.296
H -6.318 1.397 -0.141
C -2.176 4.399 -8.095
C -1.777 4.596 -6.617
C -0.269 4.601 -6.331
C 0.317 6.016 -6.609
C -0.558 7.112 -5.957
C -2.103 7.083 -6.230
N -2.504 5.719 -5.919
O -3.871 5.600 -5.990
C -2.739 8.087 -5.190
C -2.356 7.534 -7.673
C -2.125 3.429 -5.728
H -2.058 3.334 -8.294
H -1.486 4.977 -8.710
H -3.215 4.630 -8.332
H -0.081 4.337 -5.290
H 0.345 3.948 -6.951
H 0.447 6.151 -7.682
H 1.322 6.045 -6.188
H -0.072 7.973 -6.418
H -0.356 6.979 -4.895
H -2.667 7.831 -4.132
H -2.340 9.094 -5.308
H -3.824 8.163 -5.261
H -1.486 7.373 -8.309
H -3.231 7.020 -8.071
H -2.611 8.591 -7.750
H -3.154 3.140 -5.943
H -1.901 3.559 -4.669
H -1.635 2.541 -6.128
H -4.055 5.455 -5.059
C 8.099 4.921 -3.174
C 7.982 5.468 -1.703
C 6.556 5.710 -1.284
C 5.836 4.410 -0.900
C 6.607 3.436 0.031
C 8.063 3.239 -0.373
N 8.621 4.531 -0.786
O 9.992 4.416 -1.041
C 8.875 2.797 0.862
C 7.994 2.162 -1.482
C 8.678 6.950 -1.567
H 9.109 5.005 -3.576
H 7.523 5.623 -3.777
H 7.589 3.964 -3.283
H 6.631 6.413 -0.454
H 6.011 6.223 -2.076
H 5.341 3.847 -1.691
H 4.947 4.688 -0.334
H 5.940 2.587 0.181
H 6.620 4.117 0.882
H 9.869 2.534 0.500
H 9.068 3.685 1.465
H 8.381 2.008 1.429
H 8.938 2.240 -2.021
H 7.976 1.202 -0.967
H 7.125 2.250 -2.135
H 9.641 6.913 -2.075
H 8.984 7.219 -0.556
H 8.041 7.706 -2.028
H 10.419 4.938 -0.358
C -6.967 -6.954 6.602
C -5.727 -5.981 6.750
O -5.359 -5.516 8.010
O -6.614 -8.182 7.208
H -7.382 -7.029 5.597
H -7.825 -6.654 7.203
H -6.009 -5.138 6.118
H -4.908 -6.528 6.282
H -4.438 -5.248 8.020
H -7.359 -8.785 7.265
C -1.320 -1.059 1.552
C -2.028 -2.339 1.094
O -2.870 -1.964 0.074
O -2.091 -0.416 2.566
H -1.089 -0.336 0.770
H -0.315 -1.272 1.916
H -2.510 -2.854 1.925
H -1.386 -3.170 0.802
H -3.003 -2.780 -0.413
H -2.863 0.029 2.209
C -6.300 -7.809 -0.570
C -6.373 -8.868 -1.639
O -5.071 -9.224 -2.066
O -5.274 -8.121 0.406
H -7.287 -7.530 -0.202
H -5.979 -6.867 -1.014
H -7.052 -8.621 -2.455
H -6.849 -9.719 -1.152
H -4.981 -10.111 -2.420
H -4.587 -8.589 -0.073
```

As for the frontier orbital gap: 8.390 eV. The calculation puts the LUMO energy at 0.2 eV. As for the energy above the lowest of the compared OMol25 structures with the same formula, charge and spin: 441.52 kJ/mol. The SMILES is CC1(C)CCCC(C)(C)N1O.CC1(C)CCCC(C)(C)N1O.CC1(C)CCCC(C)(C)N1O.CC1(C)CCCC(C)(C)N1O.CC1(C)CCCC(C)(C)N1O.OCCO.OCCO.OCCO.

Atomic partial charges in e from the Löwdin method, atoms 1 to 5:
1. C -0.031
2. C -0.533
3. C -0.212
4. C -0.207
5. C -0.123



(2)
Here is a cluster of 13 separate species, C51H114F3N4O21S7 in total in a non-equilibrium geometry from OMol25. Energies are from ωB97M-V with the def2-TZVPD basis set.

```
200
C51H114F3N4O21S7 ωB97M-V with the def2-TZVPD basis set
C 0.774 0.257 1.014
O -0.649 0.266 0.906
O 1.308 -0.944 0.687
C 1.376 1.459 0.217
F 1.480 1.224 -1.092
F 0.617 2.565 0.406
F 2.619 1.709 0.662
C -1.215 0.055 -0.355
C -2.680 -0.350 -0.055
H -3.247 -0.543 -0.964
H -2.718 -1.214 0.608
H -3.104 0.445 0.567
H -0.811 -0.763 -0.960
H -1.205 0.935 -1.010
H 1.121 0.369 2.052
C 2.009 -2.690 5.097
C 2.143 -1.689 3.969
C 2.948 -0.479 4.402
O 2.668 -2.237 2.791
H 1.498 -2.202 5.926
H 3.010 -3.042 5.361
H 1.432 -3.582 4.845
H 1.148 -1.290 3.727
H 2.572 -0.079 5.344
H 2.862 0.299 3.645
H 3.989 -0.798 4.495
H 2.238 -1.741 2.055
C 8.667 1.129 -2.480
C 7.462 0.821 -1.585
C 6.224 0.443 -2.412
O 5.660 1.511 -3.106
C 4.811 2.344 -2.340
N 7.790 -0.173 -0.565
H 8.368 1.823 -3.272
H 9.144 0.271 -2.950
H 9.343 1.706 -1.843
H 7.249 1.723 -1.002
H 5.465 0.041 -1.718
H 6.289 -0.386 -3.125
H 5.444 2.908 -1.649
H 4.101 1.743 -1.760
H 4.194 2.992 -2.958
H 7.915 -1.083 -0.992
H 8.584 0.034 0.020
C -2.959 0.551 -3.925
C -3.757 0.847 -5.195
C -3.555 -0.121 -6.376
O -2.188 -0.231 -6.675
C -1.983 -1.205 -7.694
N -5.198 0.928 -4.822
H -3.357 -0.354 -3.467
H -2.915 1.446 -3.315
H -1.918 0.324 -4.177
H -3.456 1.831 -5.573
H -4.134 0.340 -7.189
H -4.029 -1.096 -6.208
H -2.243 -2.170 -7.244
H -0.924 -1.144 -7.933
H -2.590 -1.078 -8.594
H -5.247 1.307 -3.873
H -5.617 1.693 -5.347
C -6.025 -5.152 0.869
C -6.849 -3.959 0.412
C -6.021 -2.834 -0.250
O -6.884 -1.833 -0.715
C -6.209 -0.674 -1.154
N -7.883 -4.417 -0.527
H -6.720 -5.909 1.232
H -5.325 -4.880 1.651
H -5.494 -5.571 0.011
H -7.240 -3.423 1.279
H -5.371 -3.193 -1.067
H -5.287 -2.377 0.431
H -6.903 0.150 -1.337
H -5.674 -0.881 -2.084
H -5.570 -0.170 -0.418
H -8.155 -3.568 -1.027
H -7.418 -4.895 -1.301
C 4.776 -1.342 0.098
C 4.448 -2.686 -0.526
C 5.498 -3.773 -0.265
O 6.758 -3.379 -0.783
C 6.821 -3.345 -2.189
N 3.137 -3.114 -0.036
H 5.841 -1.118 -0.056
H 4.724 -1.389 1.189
H 4.171 -0.525 -0.289
H 4.306 -2.625 -1.612
H 5.169 -4.732 -0.678
H 5.508 -3.953 0.814
H 6.420 -2.401 -2.572
H 6.468 -4.252 -2.683
H 7.886 -3.246 -2.431
H 3.162 -3.154 0.983
H 2.481 -2.334 -0.111
C -5.654 -0.383 2.885
C -7.047 0.088 2.446
C -7.956 -0.289 3.627
S -7.417 -1.944 4.171
O -8.219 -2.928 3.502
O -7.321 -1.889 5.621
C -5.801 -1.827 3.388
H -5.369 0.251 3.728
H -4.957 -0.302 2.052
H -7.414 -0.408 1.545
H -7.012 1.170 2.322
H -9.023 -0.205 3.434
H -7.691 0.419 4.415
H -5.905 -2.447 2.497
H -5.000 -2.221 4.008
C -0.070 -3.946 -0.254
C -1.202 -4.156 -1.262
C -2.224 -5.117 -0.671
S -2.300 -4.659 1.097
O -2.346 -5.800 1.982
O -3.345 -3.653 1.245
C -0.710 -3.824 1.142
H 0.476 -3.043 -0.535
H 0.713 -4.690 -0.361
H -0.770 -4.581 -2.170
H -1.606 -3.173 -1.513
H -1.702 -6.077 -0.678
H -3.176 -5.181 -1.187
H -0.157 -4.105 2.035
H -1.001 -2.784 1.309
C -2.439 3.987 -0.086
C -2.124 4.129 -1.574
C -3.430 4.361 -2.284
S -4.654 3.373 -1.339
O -5.132 2.151 -1.998
O -5.620 4.328 -0.858
C -3.569 2.991 0.076
H -2.832 4.936 0.294
H -1.534 3.780 0.477
H -1.519 3.313 -1.980
H -1.446 4.986 -1.619
H -3.628 4.237 -3.346
H -3.713 5.388 -2.046
H -3.136 1.988 0.009
H -4.173 3.045 0.979
C 0.654 -2.056 -3.113
C 0.562 -2.596 -4.549
C 1.838 -2.259 -5.329
S 3.067 -1.752 -4.086
O 3.168 -0.321 -4.095
O 4.314 -2.485 -4.172
C 2.086 -2.223 -2.623
H -0.103 -2.582 -2.534
H 0.433 -0.990 -3.053
H -0.322 -2.211 -5.060
H 0.424 -3.678 -4.606
H 1.692 -1.442 -6.038
H 2.165 -3.046 -6.009
H 2.387 -1.617 -1.772
H 2.377 -3.264 -2.459
C -2.364 2.752 3.816
C -2.450 1.249 4.038
C -1.031 0.686 3.854
S 0.061 1.859 4.747
O 1.204 2.263 3.946
O 0.255 1.270 6.055
C -1.178 3.178 4.716
H -3.256 3.289 4.132
H -2.236 2.855 2.738
H -3.142 0.596 3.505
H -2.724 1.043 5.083
H -0.794 0.886 2.803
H -0.843 -0.351 4.107
H -0.713 4.127 4.464
H -1.553 3.304 5.733
C 1.384 5.376 -0.316
C 2.424 4.914 0.686
C 1.613 4.616 1.966
S 0.330 5.901 2.083
O 0.718 6.899 3.055
O -0.915 5.161 2.247
C 0.543 6.451 0.361
H 0.724 4.528 -0.527
H 1.783 5.780 -1.246
H 3.189 5.680 0.837
H 2.985 4.056 0.315
H 2.165 4.567 2.900
H 1.069 3.684 1.820
H 1.196 7.327 0.461
H -0.349 6.898 -0.073
C 4.535 2.330 3.011
C 5.646 1.280 2.956
C 6.663 1.741 1.921
S 6.656 3.559 2.003
O 6.252 4.124 0.722
O 7.882 4.029 2.622
C 5.196 3.682 3.120
H 3.924 2.074 3.873
H 3.954 2.231 2.092
H 5.285 0.308 2.623
H 6.043 1.163 3.967
H 6.143 1.550 0.977
H 7.637 1.277 1.824
H 4.563 4.550 2.954
H 5.558 3.787 4.147
```

The charge is -1. As for the frontier orbital gap: 8.025 eV. The calculation puts the LUMO energy at 1.6 eV.

Atomic partial charges in e from the Löwdin method, atoms 1 to 5:
1. C -0.420
2. O -0.109
3. O -0.183
4. C -0.525
5. F 0.157



Which value of LUMO energy does entry 2 give? 1.6 eV



Number 1 is which compound? C51H113N5O11



Which of these has the lowest frontier orbital gap? C51H114F3N4O21S7